Record 1
This record from the OMol25 dataset describes a 8-piece molecular cluster, C12H43N3O8 overall at a distorted geometry. The level of theory is ωB97M-V/def2-TZVPD.

Values from the calculation:
Charge: 0
HOMO energy (eV): -9.318
LUMO level (eV): 0.55
SMILES: COC[C@H](C)N.COC[C@H](C)N.COC[C@H](C)N.O.O.O.O.O
Kohn-Sham gap (eV): 9.9

Last column: Löwdin charge in e.
CARTESIAN COORDINATES (ANGSTROEM)
O 1.96483 -0.67531 -2.22444  -0.06
H 2.18620 -0.25553 -3.05718  0.05
H 1.58009 -1.54878 -2.42376  0.02
O 1.85714 2.81341 0.31995  -0.04
H 1.89207 2.89318 1.28277  0.05
H 1.51947 3.65199 0.00566  0.03
O 1.13157 1.08345 2.87580  -0.08
H 0.78323 0.80291 2.00757  0.01
H 2.06272 0.74902 2.85738  0.03
O 0.13253 -2.77935 -2.05313  -0.09
H -0.54136 -2.48722 -1.36496  0.02
H -0.33584 -3.48086 -2.52294  0.05
O 0.33213 0.44810 -0.16785  -0.09
H 0.87217 1.21806 -0.22840  -0.03
H 0.65069 -0.12838 -0.91010  0.03
C 4.91193 -2.26371 5.55451  -0.09
C 4.14446 -1.29237 4.68614  -0.47
C 4.69486 -1.36101 3.29240  -0.22
O 4.05059 -0.34117 2.52133  -0.22
C 4.06410 -0.57988 1.12080  -0.09
N 2.72732 -1.67830 4.66815  0.05
H 4.72568 -3.32265 5.35270  0.09
H 4.72771 -2.00042 6.60938  0.08
H 5.98606 -2.02184 5.52261  0.08
H 4.36062 -0.25654 5.08491  0.15
H 4.58985 -2.37159 2.88857  0.13
H 5.79794 -1.11157 3.24979  0.14
H 5.09483 -0.73404 0.74450  0.09
H 3.57392 0.24492 0.58435  0.08
H 3.53809 -1.48093 0.88570  0.08
H 2.17597 -0.99870 4.13009  0.05
H 2.31539 -1.58935 5.60351  0.08
C -3.88020 -1.64235 0.97411  -0.05
C -2.90480 -1.99066 -0.11999  -0.42
C -3.16205 -1.12084 -1.33464  -0.24
O -4.43344 -1.39910 -1.78304  -0.16
C -4.91749 -0.63041 -2.83266  -0.11
N -1.49542 -1.84144 0.24287  0.04
H -4.15809 -0.59092 0.93786  0.08
H -3.42056 -1.90960 1.91690  0.07
H -4.82247 -2.19657 0.87918  0.08
H -3.05736 -3.05366 -0.35499  0.15
H -2.40795 -1.43542 -2.05270  0.11
H -3.07542 -0.08718 -1.05178  0.12
H -5.27965 0.38201 -2.53109  0.10
H -5.79752 -1.11403 -3.25875  0.09
H -4.17242 -0.54120 -3.61404  0.07
H -1.27932 -0.89569 0.47685  0.05
H -1.26700 -2.32262 1.11219  0.10
C -1.28893 0.74535 -3.82524  -0.06
C -2.11693 1.94708 -3.26272  -0.44
C -1.33545 2.56806 -2.15957  -0.24
O -2.07971 3.63490 -1.60357  -0.18
C -1.42228 4.29059 -0.56525  -0.13
N -2.28916 2.87138 -4.40199  0.04
H -1.97915 0.16476 -4.45971  0.07
H -0.88388 0.10743 -2.99812  0.07
H -0.52599 1.13875 -4.45292  0.06
H -3.03197 1.53692 -2.76722  0.12
H -0.32414 2.85323 -2.55641  0.15
H -1.23322 1.75851 -1.40642  0.11
H -0.51476 4.74070 -0.93753  0.08
H -1.27436 3.65531 0.34054  0.10
H -2.11896 5.04876 -0.18924  0.09
H -2.71241 3.76512 -4.15572  0.07
H -2.90450 2.41729 -5.10101  0.08

Record 2
This record from the OMol25 dataset describes a 11-piece molecular cluster, C12H43N8O13 overall at a distorted geometry. The level of theory is ωB97M-V/def2-TZVPD.

Values from the calculation:
Charge: -1
HOMO energy (eV): -6.567
LUMO level (eV): 2.49
Kohn-Sham gap (eV): 9.1

Last column: Löwdin charge in e.
CARTESIAN COORDINATES (ANGSTROEM)
O -9.94518 -11.81637 -18.31651  0.11
C -9.82500 -13.08517 -18.05891  -0.79
O -9.38310 -13.82909 -18.94089  0.01
O -10.32743 -13.50207 -17.00270  -0.03
H -9.50389 -11.77956 -19.16827  0.10
C -8.31186 -11.06860 -15.50542  -0.12
O -9.54825 -10.51364 -16.00831  -0.15
H -8.44189 -12.15080 -15.50958  0.06
H -7.46908 -10.78987 -16.13798  0.06
H -8.08389 -10.76058 -14.48500  0.08
H -9.87268 -11.13415 -16.66505  0.00
C -12.96231 -10.29005 -16.50588  -0.15
O -14.10798 -11.02471 -16.10036  -0.14
H -13.05976 -9.20463 -16.48403  0.07
H -12.28532 -10.62664 -15.72070  0.06
H -12.46497 -10.64323 -17.40921  0.07
H -14.51076 -10.77193 -15.26641  0.07
C -10.23103 -13.37101 -13.49343  -0.15
O -11.11571 -12.70377 -14.40883  -0.13
H -9.21301 -13.31928 -13.87951  0.05
H -10.11181 -12.89611 -12.51960  0.07
H -10.50083 -14.42518 -13.42993  0.07
H -10.90407 -13.12230 -15.24648  0.01
C -6.11079 -13.53074 -18.89688  -0.15
O -6.95828 -13.26533 -20.02140  -0.15
H -5.12148 -13.10505 -19.06469  0.08
H -6.45248 -13.10844 -17.95189  0.07
H -5.99549 -14.60562 -18.75747  0.06
H -7.84189 -13.54532 -19.77154  0.00
C -8.88843 -16.46027 -15.91448  -0.18
O -10.21327 -16.03280 -15.83617  -0.11
H -8.58392 -16.72453 -16.92717  0.06
H -8.18290 -15.65950 -15.69288  0.07
H -8.63886 -17.25105 -15.20703  0.07
H -10.17957 -15.14504 -16.19999  0.01
C -6.53102 -9.27804 -18.57726  -0.84
O -5.45469 -9.68143 -18.21948  0.03
N -6.89402 -8.07263 -18.48246  0.19
N -7.43110 -10.08758 -19.06216  0.20
H -7.89213 -7.91973 -18.46009  0.07
H -6.17314 -7.45772 -18.13272  0.13
H -7.08177 -11.00304 -19.30710  0.09
H -8.21727 -9.71335 -19.57402  0.07
C -10.60264 -11.10124 -21.54307  -0.82
O -11.52880 -10.43750 -21.12256  0.03
N -9.53301 -10.61052 -22.05461  0.20
N -10.72721 -12.37812 -21.64875  0.20
H -9.07539 -11.14280 -22.78080  0.12
H -9.34195 -9.63050 -21.90239  0.09
H -11.61478 -12.67181 -21.26656  0.13
H -10.17397 -12.87781 -22.33017  0.12
C -13.31795 -14.83279 -18.73675  -0.79
O -12.48697 -15.19351 -19.52586  0.07
N -13.09561 -14.23464 -17.59979  0.19
N -14.60330 -14.99081 -18.87811  0.14
H -13.69188 -14.41394 -16.80455  0.12
H -12.12860 -13.97345 -17.47027  0.07
H -15.20076 -14.43155 -18.28620  0.10
H -15.03595 -15.76928 -19.35445  0.11
C -9.80982 -7.77612 -19.83626  -0.82
O -9.66104 -7.67407 -21.07296  0.01
N -9.60697 -6.87032 -19.02481  0.16
N -10.30673 -8.77872 -19.19173  0.19
H -9.83990 -7.03184 -18.05541  0.13
H -9.25263 -5.98119 -19.34730  0.15
H -10.72998 -9.50218 -19.75527  0.07
H -10.49640 -8.65992 -18.20683  0.12
C -7.84752 -17.02923 -19.91574  -0.07
C -8.82374 -16.53843 -21.00210  -0.35
O -10.01522 -16.13918 -20.43038  -0.08
H -7.57882 -16.15038 -19.32963  0.04
H -6.92841 -17.48212 -20.28752  0.06
H -8.28427 -17.73060 -19.20481  0.07
H -9.05597 -17.28866 -21.75795  0.10
H -8.37858 -15.72913 -21.58086  0.10
H -9.71175 -15.46007 -19.82349  0.03

Record 3
This record from the OMol25 dataset describes a 11-piece molecular cluster, C12H43N8O13 overall at a distorted geometry. The level of theory is ωB97M-V/def2-TZVPD.

Values from the calculation:
Charge: -1
HOMO energy (eV): -4.683
LUMO level (eV): 1.99
Kohn-Sham gap (eV): 6.7

Last column: Löwdin charge in e.
CARTESIAN COORDINATES (ANGSTROEM)
O 0.12753 -1.65369 -0.07163  0.07
C -0.03441 -0.52686 0.56457  -1.03
O 0.60339 0.41784 0.13657  -0.05
O -0.69771 -0.53557 1.58474  -0.06
H -0.46571 -2.08007 0.55115  0.08
C -0.07196 -3.80323 -5.44239  -0.17
O 0.61762 -2.59702 -5.09947  -0.12
H 0.07158 -4.12383 -6.47424  0.07
H 0.16738 -4.69569 -4.86417  0.07
H -1.13410 -3.61551 -5.28515  0.07
H 0.60980 -2.56491 -4.14004  0.07
C 5.99653 0.33396 0.18972  -0.19
O 5.52655 1.61295 0.53836  -0.11
H 6.38921 -0.09822 1.11012  0.07
H 5.30122 -0.39652 -0.22386  0.08
H 6.77009 0.37808 -0.57693  0.07
H 4.60698 1.54228 0.27191  0.08
C 4.22575 -5.85387 -1.31724  -0.20
O 3.64643 -6.95013 -1.88179  -0.12
H 4.33754 -5.07244 -2.06889  0.08
H 3.51544 -5.42663 -0.60940  0.08
H 5.12209 -6.20147 -0.80358  0.08
H 2.69622 -6.88708 -1.76039  0.08
C -2.47288 6.28082 0.17454  -0.17
O -2.98236 4.98533 -0.02504  -0.13
H -1.54392 6.47848 -0.36031  0.08
H -3.26333 7.02813 0.10514  0.08
H -2.19870 6.22887 1.22821  0.07
H -2.33019 4.29986 0.13748  0.08
C -5.01228 -4.13311 -1.88404  -0.16
O -6.10484 -4.27152 -0.97799  -0.14
H -4.95446 -5.04141 -2.48382  0.07
H -5.33106 -3.42944 -2.65301  0.07
H -4.08910 -3.89057 -1.35772  0.08
H -6.69104 -3.52820 -1.13748  0.06
C -2.92229 -0.83845 7.71355  -0.80
O -3.01487 -1.31717 8.80645  0.04
N -3.68203 0.10276 7.18567  0.15
N -2.13390 -1.34281 6.79781  0.15
H -4.18860 0.68514 7.83707  0.11
H -3.61618 0.45738 6.24227  0.11
H -2.09532 -0.82665 5.93052  0.11
H -1.42228 -2.03029 7.00049  0.12
C -0.97893 -6.31083 1.60847  -0.80
O -0.89932 -6.86027 0.53498  0.03
N -1.98861 -5.77641 2.18085  0.17
N 0.04344 -6.27187 2.45164  0.14
H -1.81903 -5.31076 3.06092  0.12
H -2.86903 -5.78451 1.68599  0.13
H 0.01032 -5.78293 3.33478  0.10
H 0.92349 -6.72562 2.25233  0.11
C 0.61619 4.87410 6.20062  -0.75
O -0.43344 5.50544 6.39591  0.01
N 0.95290 4.38334 5.04614  0.14
N 1.63633 4.56230 6.94813  0.14
H 0.30639 4.36886 4.27030  0.13
H 1.79689 3.83138 4.99041  0.11
H 1.69302 5.00294 7.85516  0.12
H 2.38995 4.03818 6.52688  0.11
C -3.06729 2.18178 -5.68545  -0.80
O -3.99789 2.91311 -5.95129  0.02
N -2.08045 1.98760 -6.49762  0.16
N -2.88106 1.60959 -4.50406  0.16
H -1.42403 1.30077 -6.15490  0.11
H -2.09074 2.48189 -7.37835  0.12
H -3.61952 1.68458 -3.81911  0.11
H -2.00683 1.23701 -4.16201  0.11
C 2.77088 4.77436 -3.67424  -0.07
C 4.01678 5.68511 -3.87341  -0.31
O 3.91140 7.08267 -3.55891  -0.10
H 2.90155 3.69234 -3.65817  0.07
H 2.00107 4.96500 -4.42199  0.06
H 2.32832 5.09768 -2.73206  0.07
H 4.34037 5.72597 -4.91346  0.10
H 4.85267 5.27120 -3.30945  0.10
H 4.78606 7.46616 -3.65648  0.07

Per-record relative energy (zero: lowest compared OMol25 entry of this formula, charge and spin), kJ/mol: 75.98 0.00 280.40